Molecular formula: C4H10S2
Method: DFT, ωB97M-V with the def2-TZVPD basis set

Each line ends with the natural charge from an NBO analysis.
Element x y z (Å)
C -1.57416 -1.11093 3.05558  -0.42
C -1.86333 0.19414 2.93596  -0.17
C -1.76367 0.88944 1.63437  -0.66
H -1.13579 -1.47837 3.97181  0.20
H -1.68254 -1.74162 2.17866  0.19
H -2.17227 0.65824 3.86767  0.20
H -2.64248 1.48156 1.35104  0.21
H -1.37583 0.30323 0.80899  0.22
H -1.04042 1.70827 1.76178  0.22
C 2.73640 -0.37723 -2.36440  -0.74
S 1.93188 1.14134 -2.95182  0.09
S 1.45916 0.63744 -4.90262  -0.13
H 3.19731 -0.09989 -1.42111  0.23
H 1.97767 -1.13871 -2.18021  0.21
H 3.39200 -0.75935 -3.14260  0.23
H 0.55606 -0.30757 -4.60311  0.12

Results
HOMO: -8.88 eV
E_tot: -25979.187 eV
Charge: 0
Energy relative to the best compared isomer or geometry (same formula, charge and spin): 173.4 kJ/mol
E_LUMO: 0.545 eV
SMILES: C=CC.CSS